Density functional theory data (the ωB97M-V functional and the def2-TZVPD basis) for C16H32CuO29S7 as an isolated structure.

Structure (XYZ):
```
85
Properties=species:S:1:pos:R:3:lowdin_spin:R:1
Cu -0.18220 3.12066 -0.45766 0.34
S 2.32362 0.19419 4.92839 0.00
S -5.79562 -1.95392 -1.12477 0.00
S -0.59304 0.41943 -0.10334 -0.01
S 5.53463 3.34565 2.10683 0.00
S -0.76275 -2.24796 -5.80200 0.00
S 5.24843 0.34238 -3.90460 0.00
S -1.86959 -5.65848 -0.18329 0.00
O 3.90666 2.98449 1.98232 0.00
O -1.48315 -0.22295 0.82693 0.02
O -1.11393 -1.22706 -4.56518 0.00
O 0.88774 0.67783 4.32714 0.00
O -0.42731 -4.81645 -0.38189 0.00
O -4.85782 -0.78273 -1.67208 0.00
O 5.94339 1.90466 1.45143 0.00
O -5.84380 -1.13305 0.32160 0.00
O -1.23080 1.35722 -0.99601 0.23
O 0.32528 1.36546 0.56285 0.35
O 4.27709 -0.00466 -2.56841 0.00
O -2.63736 -4.35713 0.39845 0.00
O -1.20292 3.98565 1.19119 0.00
O 5.95721 3.41791 3.51077 0.00
O 3.31686 1.25965 4.91570 0.00
O -1.77090 -6.58480 0.98267 0.00
O 5.35048 1.80032 -4.06678 0.00
O -2.39044 -6.14099 -1.44781 0.00
O 2.18546 -0.53263 6.18116 0.00
O 0.25665 -0.51476 -0.82667 0.07
O -1.45543 -2.02761 -7.08707 0.00
O -7.08868 -1.91986 -1.74054 0.00
O 0.70787 -2.48834 -5.80613 0.00
O -5.06210 -3.20831 -1.04471 0.00
O 3.95618 -0.11052 -4.84519 0.00
O 6.38400 -0.60550 -4.01278 0.00
O -1.52365 -3.50939 -4.99590 0.00
O 5.84823 4.45789 1.18690 0.00
O 2.62651 -0.86701 3.70074 0.00
C -2.14341 3.91246 3.32695 0.00
C 0.29800 -0.34343 3.58280 0.00
C 2.71847 -0.13620 -4.16790 0.00
C -1.73917 -3.50541 1.09810 0.00
C 2.92540 0.39459 -2.80502 0.00
C 1.45688 -1.08475 2.89543 0.00
C 3.59994 1.78205 1.36753 0.00
C -0.44362 -3.61144 0.31066 0.00
C 4.95191 1.37960 0.55474 0.00
C -3.96719 -0.38177 -0.74187 0.00
C -1.92340 5.32643 2.90254 0.00
C -1.81531 -3.16700 -3.68799 0.00
C -0.86115 5.18555 1.80511 0.00
C -1.08601 -1.85225 -3.30071 0.00
C -2.16180 3.16817 1.91270 0.00
C -4.77337 -0.33900 0.61170 0.00
H 0.11413 4.98524 2.24874 0.00
H 3.31724 0.98943 2.06031 0.00
H -3.39221 0.47821 -1.08533 0.00
H -2.11306 -2.48264 1.14545 0.00
H 1.53829 -0.75621 1.85931 0.00
H 4.98190 1.89943 -0.40285 0.00
H -3.33093 -1.26677 -0.73487 0.00
H -1.67701 5.87808 3.80977 0.00
H -0.15804 -1.02614 4.29975 0.00
H -1.80254 2.13920 1.92939 0.00
H -4.21916 -0.72737 1.46618 0.00
H 2.15913 0.07919 -2.09688 0.00
H 5.07406 0.32872 0.29242 0.00
H -2.75830 5.85930 2.44745 0.00
H -1.57761 -4.03222 -3.06911 0.00
H 2.75472 2.01528 0.72000 0.00
H 2.45401 -1.18859 -4.27104 0.00
H -1.66045 -1.21985 -2.62382 0.00
H -1.57636 -3.94330 2.08291 0.00
H 0.39025 -3.55578 1.01043 0.00
H -1.33541 3.63353 4.00329 0.00
H -3.14230 3.80032 3.74856 0.00
H 2.88205 1.47999 -2.71489 0.00
H -0.49094 -2.79177 -0.40627 0.00
H 1.30944 -2.14762 2.70392 0.00
H -0.43690 -0.01625 2.84728 0.00
H -0.86758 6.04201 1.13092 0.00
H 1.94873 0.39727 -4.72559 0.00
H -5.05671 0.70001 0.77980 0.00
H -2.90170 -3.16623 -3.59947 0.00
H -3.15002 3.02255 1.47645 0.00
H -0.05769 -1.85389 -2.93926 0.00
```

- Gap between HOMO and LUMO (alpha / beta): 8.1 / 5.7 eV
- ⟨S²⟩: 0.76
- Multiplicity: 2

=====

Density functional theory data (the ωB97M-V functional and the def2-TZVPD basis) for a 3-piece molecular cluster, C16H32F5O14PS2 overall.

Structure (XYZ):
```
70
Properties=species:S:1:pos:R:3:lowdin_charge:R:1
S 0.97296 -3.34060 -1.41036 0.91
S 0.08511 -3.17002 2.76110 0.91
P -0.64577 -5.59564 -0.07897 1.01
F 3.58474 -2.78322 1.23837 0.04
F 3.40131 -2.82951 -2.50738 0.01
F 2.66611 -1.17962 -0.94393 0.01
F 3.29068 -4.94404 0.01996 0.04
F 5.03998 -3.39988 -0.57434 0.04
O 0.54350 -6.76975 -0.56984 -0.30
O 4.68576 3.73238 -4.79769 -0.21
O -0.92598 -2.17381 1.79437 -0.23
O -4.83802 0.11518 4.68836 -0.21
O -1.86321 -5.56159 -1.33952 -0.30
O 0.90298 -4.46409 -2.51761 -0.33
O -5.93938 2.15691 2.29850 -0.21
O -5.40299 -0.85072 1.79492 -0.14
O 0.83147 -3.95697 1.43086 -0.28
O 0.12717 -2.15067 -2.01185 -0.35
O 4.40161 4.85912 -1.92126 -0.14
O 4.72530 1.78474 -2.09618 -0.21
O 1.26220 -2.35780 3.35794 -0.28
O -0.60157 -4.26836 3.65902 -0.28
C 5.54605 0.92444 -1.32040 -0.10
C -4.05840 -0.76034 3.87032 -0.19
C 3.40855 3.82837 -2.00695 -0.17
C 5.29873 4.89099 -4.22725 -0.19
C 2.70537 -2.66942 -1.17566 -0.21
C -6.74281 1.21598 1.58423 -0.19
C -1.26435 -2.98067 0.60768 -0.17
C 0.09361 -3.84767 0.16349 -0.58
C -4.19274 -0.37032 2.39644 -0.17
C 3.82061 2.54092 -1.28949 -0.19
C -6.60575 -0.18051 2.19508 -0.17
C -5.58558 3.27628 1.50014 -0.11
C -5.15877 -0.46204 5.94371 -0.11
C 3.62741 -3.47844 -0.08886 -0.14
C 5.56661 4.67081 -2.73653 -0.17
C 3.97638 4.02861 -5.98975 -0.11
H -4.99508 2.95257 0.63648 0.09
H -2.30880 -4.66083 -1.39514 0.08
H 3.52880 3.10457 -6.36263 0.09
H -4.38357 -1.79935 4.00453 0.13
H -1.82581 -2.45577 -0.29407 0.17
H -1.91969 -3.85426 1.08397 0.13
H -5.75051 -1.37168 5.80196 0.09
H 6.03095 3.70113 -2.54556 0.12
H -3.01473 -0.66331 4.18438 0.12
H -5.75971 0.25428 6.50848 0.09
H 6.21411 0.38693 -1.99770 0.09
H 6.24460 5.05615 -4.75200 0.12
H 4.65698 4.42726 -6.74684 0.09
H -4.07675 0.70527 2.24810 0.12
H 3.17240 4.74215 -5.78441 0.09
H 6.27829 5.43507 -2.40562 0.13
H -3.38166 -0.85702 1.84385 0.11
H -7.78303 1.55014 1.66077 0.12
H 3.11492 3.64751 -3.04253 0.12
H 6.15938 1.51080 -0.62801 0.09
H -4.96874 3.94584 2.10442 0.09
H 4.27941 2.79085 -0.32724 0.13
H -7.42432 -0.79780 1.80881 0.13
H -6.47940 3.81107 1.17108 0.09
H 4.93584 0.20374 -0.77139 0.07
H 2.93694 1.91715 -1.11733 0.12
H -6.70802 -0.16718 3.28168 0.12
H 2.52749 4.23083 -1.49502 0.13
H 4.65284 5.76809 -4.35686 0.13
H -4.24612 -0.68324 6.50358 0.09
H 0.00490 -7.49260 -1.04990 0.10
H -6.45076 1.18260 0.52949 0.12
```

- Gap between HOMO and LUMO: 7.9 eV
- SMILES: O=S1(=O)OC[C@@](P(O)O)(S(=O)(=O)C(F)(F)C(F)(F)F)O1.COCCOCCOC.COCCOCCOC

=====

Density functional theory data (the ωB97M-V functional and the def2-TZVPD basis) for a 6-piece molecular cluster, C16H32FNO10S2 overall.

Structure (XYZ):
```
62
Properties=species:S:1:pos:R:3:lowdin_charge:R:1
S 3.26412 1.56535 2.58474 0.59
S -3.41834 2.07113 -0.66372 0.59
F -0.09164 0.68066 -0.05023 -0.57
O -3.50365 1.85688 0.74711 -0.33
O 1.96006 1.97189 2.99169 -0.30
O -0.42884 -5.11949 3.49485 0.13
O 2.83625 -1.66979 -2.69490 0.12
O -1.52284 -3.64569 2.19352 0.09
O 2.87829 -3.70740 -3.54452 0.11
O -2.46612 2.93274 -1.26147 -0.30
O 1.03144 -2.39587 -3.48863 0.06
O 4.24406 2.57246 2.54845 -0.29
O 0.59990 -3.28682 2.54171 0.06
N -0.67778 3.04754 1.30300 0.34
C 3.78337 0.38353 3.63513 -0.20
C 2.27881 -2.68772 -3.19448 -0.63
C -4.28741 0.63626 -2.63064 -0.17
C -1.23180 -2.64625 1.27645 -0.26
C 3.61919 -0.57487 1.20072 -0.14
C 1.83528 -0.70746 -2.37554 -0.31
C -4.98670 1.91998 -2.59257 -0.25
C -5.03683 2.51116 -1.13348 -0.19
C -0.41320 -4.09637 2.81880 -0.53
C -3.20613 0.51057 -1.44636 -0.16
C -2.19896 -1.44833 1.57315 0.00
C 0.32296 -2.33660 1.56377 -0.09
C 4.38392 -0.61553 2.55863 -0.15
C 2.38227 0.67607 -2.81350 -0.01
C 0.52992 -1.20222 -2.95593 -0.08
C 3.30930 0.97561 0.95183 -0.19
H -2.01524 -0.50307 0.94143 0.07
H -1.10262 3.94551 1.35277 0.15
H 1.80726 -0.63971 -1.17212 0.15
H -2.07077 -1.00865 2.57280 0.10
H -5.04461 3.56074 -0.89839 0.11
H 2.52767 0.46635 -3.83243 0.06
H 2.30206 1.19047 0.56269 0.09
H 0.73090 -2.62966 0.49063 0.16
H -2.26350 0.17268 -1.74194 0.07
H 2.72891 -1.12827 1.33601 0.06
H -4.63272 2.70769 -3.21444 0.11
H -0.31972 -1.40389 -2.34524 0.12
H -3.57306 0.08479 -0.55551 0.05
H 0.35367 -0.71882 -3.91885 0.14
H -5.68197 1.92139 -0.46950 0.12
H -3.09851 -1.69067 1.47151 -0.01
H 0.07448 2.76424 1.89598 0.10
H 4.43600 -1.46890 3.04986 0.07
H 0.61658 -1.33656 1.90177 0.12
H 3.30974 1.03461 -2.40896 0.07
H -0.20931 3.02665 0.50511 0.05
H 4.52924 0.68111 4.40056 0.15
H -1.17998 2.23148 1.04313 0.06
H -3.73086 0.38311 -3.48836 0.10
H 3.17145 -0.11299 4.09892 0.01
H 4.06932 1.12141 0.36432 0.04
H 4.27134 -0.97394 0.37568 0.14
H -6.01656 1.72308 -2.90555 0.11
H 1.50383 1.45126 -2.68826 0.13
H 5.33756 -0.20992 2.32211 0.11
H -1.37676 -2.88326 0.29127 0.11
H -5.24271 0.07029 -2.47457 0.13
```

- Gap between HOMO and LUMO: 9.7 eV